No. 1
9
Properties=species:S:1:pos:R:3 method="wB97M-V/def2-TZVPD" spin_multiplicity=1 homo_ev=-11.0 orbital_gap_ev=10.5 smiles=C#C[C@H](O)C#N lumo_ha=-0.01572
O -0.937 1.310 -0.253
C -0.417 0.029 -0.236
C 0.969 0.028 0.536
C 1.817 -0.066 -0.348
C -1.107 -0.894 0.630
N -1.661 -1.595 1.356
H -0.764 1.674 0.624
H -0.539 -0.349 -1.288
H 2.614 -0.107 -1.030

No. 2
9
Properties=species:S:1:pos:R:3 method="wB97M-V/def2-TZVPD" spin_multiplicity=3 homo_ev="-8.9 / -10.4" orbital_gap_ev="9.2 / 7.0" lumo_ha="0.01364 / -0.12749"
C 2.593 1.776 0.533
C 2.724 0.534 0.245
C 1.495 -0.299 -0.081
C 0.109 -0.043 -0.057
N 2.242 -1.287 -0.364
O 3.456 -0.572 -0.115
H -0.399 0.403 -0.946
H -0.018 0.664 0.691
H -0.393 -1.002 0.253

No. 3
10
Properties=species:S:1:pos:R:3 method="wB97M-V/def2-TZVPD" spin_multiplicity=1 homo_ev=-9.3 orbital_gap_ev=8.8 smiles="O=CC(=O)N1C=C1" lumo_ha=-0.01597
O -0.166 2.886 -0.697
C -0.073 1.718 -0.970
C -0.330 0.644 0.092
N -0.186 -0.692 -0.348
C 0.866 -1.580 0.255
C -0.271 -1.614 0.826
O -0.776 0.931 1.178
H 0.186 1.365 -1.986
H 1.871 -1.883 0.014
H -1.030 -1.883 1.536

No. 4
10
Properties=species:S:1:pos:R:3 method="wB97M-V/def2-TZVPD" spin_multiplicity=1 homo_ev=-9.9 orbital_gap_ev=10.1 smiles="O=CC=C=NC=O" lumo_ha=0.00532
O -2.804 0.503 -1.039
C -1.930 -0.279 -1.257
C -0.366 -0.249 0.368
N -1.251 -0.892 -0.154
O 2.265 -0.935 0.001
C 1.978 0.023 0.687
C 0.598 0.478 0.899
H -1.582 -0.570 -2.265
H 2.752 0.590 1.239
H 0.340 1.331 1.521

No. 5
10
Properties=species:S:1:pos:R:3 method="wB97M-V/def2-TZVPD" spin_multiplicity=1 homo_ev=-10.1 orbital_gap_ev=8.6 lumo_ha=-0.05468
N -0.643 -0.049 1.982
C -0.199 -0.065 0.809
C -0.706 0.738 -0.357
C 0.206 0.699 -1.457
C 1.130 -0.446 -0.981
O 1.996 -0.982 -1.597
O 0.867 -0.797 0.345
H -0.102 -0.657 2.598
H -1.403 1.553 -0.167
H -1.231 0.045 -1.117

No. 6
10
Properties=species:S:1:pos:R:3 method="wB97M-V/def2-TZVPD" spin_multiplicity=1 homo_ev=-10.4 orbital_gap_ev=10.4 smiles="O=Cc1ccon1" lumo_ha=0.00249
C -1.617 -0.464 -0.023
C -0.276 -0.315 -0.040
C 0.302 1.061 -0.096
C 1.642 0.839 -0.015
H -2.048 -1.430 0.007
H -0.182 2.144 0.204
H 2.552 1.440 0.000
N 0.643 -1.139 -0.042
O -2.403 0.441 0.052
O 1.761 -0.554 0.090

No. 7
11
Properties=species:S:1:pos:R:3 method="wB97M-V/def2-TZVPD" spin_multiplicity=1 homo_ev=-9.6 orbital_gap_ev=9.2 lumo_ha=-0.01246
C -1.122 0.828 0.176
C -0.182 -0.108 -0.111
C 1.238 0.037 0.208
C -0.134 -1.389 -0.842
H -0.251 2.261 0.970
H -2.272 0.515 0.118
H 1.807 0.838 0.745
N 1.850 -1.051 0.119
O -1.064 2.030 0.648
O 1.147 -1.915 -0.682
O -1.016 -2.046 -1.349

No. 8
11
Properties=species:S:1:pos:R:3 method="wB97M-V/def2-TZVPD" spin_multiplicity=1 homo_ev=-10.3 orbital_gap_ev=9.6 lumo_ha=-0.02612
C -1.236 -0.070 0.554
C 0.779 0.047 -0.757
C 1.889 0.938 -0.851
C 2.617 2.042 -0.366
H -2.670 -2.524 0.103
H -1.629 0.464 1.554
H 3.659 2.689 -0.024
N -1.699 -1.112 -0.206
O -2.555 -1.937 1.076
O -0.138 0.594 -0.035
O 0.984 -1.131 -1.051

No. 9
12
Properties=species:S:1:pos:R:3 method="wB97M-V/def2-TZVPD" spin_multiplicity=1 homo_ev="-8.7 / -8.3" orbital_gap_ev="7.8 / 6.8" lumo_ha="-0.03642 / -0.05248"
C -0.318 0.090 0.272
C 0.720 -0.533 0.944
C -0.593 -0.413 -0.978
C 1.277 -1.555 -1.039
N 2.248 -1.740 -2.073
O 3.401 -1.871 -1.643
O 1.919 -1.732 -3.293
O 1.564 -1.239 0.249
O -0.066 -1.637 -1.449
H -0.675 1.078 0.648
H 1.016 -0.513 2.004
H -1.258 -0.207 -1.853

No. 10
10
Properties=species:S:1:pos:R:3 method="wB97M-V/def2-TZVPD" spin_multiplicity=1 homo_ev=-9.5 orbital_gap_ev=8.1 lumo_ha=-0.05001
C -2.445 0.257 0.133
C -1.163 0.232 -0.154
C 1.843 -0.568 0.230
C 1.186 0.496 -0.266
N -0.130 0.901 -0.146
O -3.507 0.783 0.240
S -1.746 -1.467 -0.088
H 2.874 -0.656 0.243
H 1.236 -1.354 0.521
H 1.853 1.376 -0.714

No. 11
10
Properties=species:S:1:pos:R:3 method="wB97M-V/def2-TZVPD" spin_multiplicity=1 homo_ev="-9.4 / -9.5" orbital_gap_ev="6.5 / 6.6" lumo_ha="-0.10615 / -0.10605"
C 0.707 -1.107 -0.921
C 0.945 0.205 -1.558
C -0.540 -0.022 0.478
C 0.156 1.003 -0.600
N -0.011 -1.199 0.217
O -1.485 -0.607 2.835
S -1.174 0.547 1.947
H 1.242 -2.051 -1.317
H 0.807 1.743 0.098
H -0.648 1.487 -1.178

No. 12
11
Properties=species:S:1:pos:R:3 method="wB97M-V/def2-TZVPD" spin_multiplicity=1 homo_ev=-8.6 orbital_gap_ev=7.0 lumo_ha=-0.06138
C -1.490 0.275 0.442
C 0.934 -0.401 0.258
C 1.264 0.927 -0.084
C 1.979 1.914 -0.663
H -2.161 -2.319 0.136
H -0.901 1.232 1.361
H 2.596 2.775 -0.997
N -0.422 -0.678 0.217
S -0.754 -2.340 -0.436
S -3.066 0.153 -0.244
S 2.020 -1.539 0.009

Computed ΔE to the lowest compared entry with this formula, charge and spin (kcal/mol) in order:
80.6 112.4 103.5 50.4 91.8 82.5 77.6 231.9 158.5 50.9 119.0 137.1